(1)
Density functional theory data (wB97M-V/def2-TZVPD) for a structure of composition C20H43IrN2P3SSe.

Geometry as XYZ:
```
71
C20H43IrN2P3SSe | OMol25 | wB97M-V/def2-TZVPD
C 1.72406 0.34608 -7.25989
C -0.78524 3.00753 -2.24751
H 3.39634 0.96363 3.13464
H 3.82074 -0.94457 -2.01127
H -3.43407 -2.59046 -0.76180
C -0.80802 -2.92288 -2.24533
N 0.40086 1.50457 3.28385
S -0.89647 -0.50566 1.98490
H 2.00156 2.70115 3.90858
H -0.28965 -3.15802 1.50565
H 1.78309 -2.24734 0.47940
H -4.07308 2.10753 -0.73505
C 3.80774 -0.06199 -6.07267
P -3.18240 -0.15198 -0.92137
H -0.48650 1.95720 3.47632
C 1.58855 1.71007 4.09855
C 4.09353 0.19296 -0.23541
H 4.31535 -0.66542 0.40728
H 1.96303 -1.31200 -1.02069
P -0.33577 -2.06759 -0.69567
H -1.90162 -3.30902 0.74885
H -4.59236 -0.34435 -2.86170
H 3.72866 0.90138 -2.21855
H 4.89454 -0.17875 -6.06264
C 1.01451 0.24958 -6.06727
N 1.69016 -0.18727 2.75638
C 3.82327 0.04571 -1.54652
C 1.50801 2.36345 -0.59412
H -4.25024 1.19204 0.79089
C 2.51201 0.59100 3.66005
H -0.58615 4.38628 0.34929
Ir -1.02232 0.12781 -0.31196
C -4.31789 1.13125 -0.30273
H -0.39380 4.03694 -2.27786
C -3.50986 -0.23959 -2.70570
C -0.82342 -3.32621 0.56218
H 1.84889 2.27215 0.44493
H -1.88144 3.03549 -2.32026
H 1.97702 1.56590 -1.17977
H 1.81918 3.33824 -0.99570
H 1.81371 -3.08008 -1.10568
H -0.40161 -2.38269 -3.11764
C 1.70138 -0.01287 -4.85429
H -3.65556 -1.78350 0.81638
H -2.99450 -1.09525 -3.15464
C 3.12229 0.19014 -7.27482
H -4.94290 -1.71530 -0.40943
P -0.29814 2.22183 -0.68186
H -0.36735 2.42440 -3.08403
C -0.84535 3.35632 0.63940
H -5.34707 0.87148 -0.57749
H -3.16371 0.67820 -3.19408
C -3.85621 -1.71448 -0.25823
H -1.93376 3.26960 0.75044
H -0.06711 0.37064 -6.02507
H -1.94136 0.82100 0.85510
Se 0.73107 -0.10149 -3.27412
H 4.20168 1.17816 0.22736
C 0.45304 0.32058 2.64151
C 1.47577 -2.18226 -0.57144
H -0.37981 -3.93674 -2.21918
H 3.61627 -0.38301 -3.93703
H 1.33127 1.62484 5.15968
H 1.96833 -1.06544 2.33355
C 3.10724 -0.17972 -4.87576
H -1.89964 -2.99570 -2.33342
H -0.54982 -4.31310 0.16425
H 3.67457 0.25987 -8.21000
H 1.18249 0.53722 -8.18866
H -0.36343 3.09162 1.59539
H 2.82333 -0.02493 4.51000
```

Results
Molecular weight: 707.7 g mol⁻¹
Net charge: +4
LUMO level (alpha / beta): -11.5809 / -15.2354 eV
DFT total energy: -4823.788322 Ha
Gap between HOMO and LUMO (alpha / beta): 7.79 / 5.30 eV
HOMO level (alpha / beta): -19.37 / -20.53 eV
2S+1: 6

(2)
Density functional theory data (wB97M-V/def2-TZVPD) for a structure of composition C20H43N2P3SYb.

Geometry as XYZ:
```
70
C20H43N2P3SYb | OMol25 | wB97M-V/def2-TZVPD
H -1.55348 -0.57348 -1.51257
C -2.72869 -4.04463 -6.58226
C 2.59260 -2.55549 1.90021
H -0.51009 2.75505 4.34014
H 2.49130 4.95903 2.82033
H 3.41956 -2.90100 1.26734
C -0.41935 -1.21271 -3.25633
H -3.14303 -4.01222 -3.58901
H -2.84685 0.40797 2.97939
C -1.57649 -3.64501 -7.14616
H 0.81019 0.50191 4.96872
H -3.34111 -2.27581 -1.81382
H -1.93427 -1.04261 3.49395
H 1.84707 0.42591 3.54022
H 2.96514 -1.71165 2.49291
H -2.16748 0.32008 4.63586
C 1.56560 -2.93809 -0.68221
C 0.87293 0.12401 3.93907
H -1.59653 4.68154 -0.49433
H -0.42720 -2.80931 2.54652
H 4.97429 1.75263 3.32720
H 0.22217 -4.13594 1.53042
H 0.64739 -3.22341 -1.21044
P 1.17308 -1.99438 0.85632
C -0.22074 -2.32489 -4.11604
H 0.10940 4.37829 -0.90642
H -2.78633 -5.00179 -6.02899
H 3.74921 4.92266 1.53287
C 3.48470 4.57136 2.54204
H -3.22528 1.29248 0.04465
H 2.31512 -3.36205 2.59297
H -2.78697 2.51168 1.26449
C 4.26663 2.51358 3.69660
C -0.71236 4.08577 -0.25028
S 0.58075 0.17388 -3.33251
H -0.76844 2.68473 -2.91706
H -2.11995 1.56334 -2.61176
H -0.41787 4.26870 0.78486
H -0.39624 0.49666 1.59523
N 2.33317 1.68812 0.90360
H 4.22113 4.93524 3.26662
H 0.41119 3.02951 2.87031
Yb 1.10225 0.40702 -0.63108
H 2.11968 -3.83077 -0.36439
H -3.67997 -3.49426 -6.67956
C -2.33907 -3.28033 -3.42077
C -2.77294 2.28044 0.19041
C -1.17374 -3.32933 -4.18364
H 0.62881 -2.35761 -4.79914
H 2.19457 -2.34819 -1.36500
C -0.49441 2.56816 3.26304
C -2.45086 -2.28682 -2.44707
P -1.08552 2.30447 -0.54351
H 0.84169 -0.96935 3.97983
H -1.35910 3.04894 2.80757
H -1.02911 -3.03329 0.88813
C -1.99554 0.05395 3.58101
H 4.81535 3.33160 4.16837
C -1.64088 2.49146 -2.28367
C -0.13504 -3.09392 1.52457
H -0.67539 -4.26926 -7.04932
C -1.46702 -1.31426 -2.30367
H 3.59008 2.04886 4.43285
H -3.38792 3.02000 -0.34048
H -1.03483 -4.09422 -4.94940
P -0.47959 0.79695 2.99956
N 3.50595 3.10478 2.59335
H -1.50060 -2.73083 -7.74481
H -2.35031 3.32554 -2.31874
C 2.87961 2.37066 1.71291
```

Results
Molecular weight: 609.6 g mol⁻¹
Net charge: +3
LUMO level (alpha / beta): -8.1386 / -10.6867 eV
DFT total energy: -3477.342255 Ha
Relative energy (zero: lowest compared OMol25 entry of this formula, charge and spin): 0.00 kcal per mole
Gap between HOMO and LUMO (alpha / beta): 7.41 / 4.83 eV
HOMO level (alpha / beta): -15.55 / -15.51 eV
2S+1: 2

- Which of these has the lowest DFT total energy?
  C20H43IrN2P3SSe

- What is the formula in the second record?
  C20H43N2P3SYb

- Which of these has the highest molecular weight?
  C20H43IrN2P3SSe